Entry 1:
14
Properties=species:S:1:pos:R:3:forces:R:3 method="wB97M-V/def2-TZVPD" lumo_energy_ev=0.5 multiplicity=1 homo_ev=-8.6 de_lowest_kcal_mol=76.3 smiles="C=C=N[C@@H](C)C=O"
H 1.4647 -1.7023 -1.0143 -0.05 0.10 -0.02
C 0.5208 -0.5298 0.5170 1.71 2.89 -0.94
C -2.4852 1.2744 -0.3696 -0.13 0.78 -0.64
O 1.9189 1.2086 -0.7532 -0.71 0.24 -0.69
N -0.6914 -0.4597 -0.1700 -2.70 0.86 -1.66
H -2.5929 2.1025 -1.0503 0.05 0.12 -0.05
H -3.3291 1.0453 0.2628 0.12 -0.16 0.18
C 1.4086 -1.6686 0.0727 -0.12 0.27 -0.03
C 0.9480 1.0024 -0.0976 2.76 -2.73 3.10
H 1.0055 -2.6239 0.4085 0.10 -0.01 0.13
C -1.4023 0.5462 -0.3578 -0.42 -2.65 1.36
H 2.4191 -1.5134 0.4462 0.01 -0.15 0.13
H 0.4272 -0.4082 1.6026 -0.04 -0.10 -0.13
H 0.3883 1.7266 0.5030 -0.58 0.52 -0.74

---

Entry 2:
14
Properties=species:S:1:pos:R:3:forces:R:3 method="wB97M-V/def2-TZVPD" lumo_energy_ev=0.8 multiplicity=1 homo_ev=-11.1 de_lowest_kcal_mol=41.2 smiles=CC[C@@]1(C#N)CO1
O 1.9500 -0.0415 -0.7089 0.13 -0.16 -0.21
C 1.8009 0.7790 0.4314 0.11 0.17 0.26
H 2.1044 1.8123 0.3044 -0.04 0.01 -0.01
H -1.9800 0.1312 0.8940 0.03 -0.07 -0.07
C -0.0509 1.2237 -1.1556 -0.41 0.67 -0.53
H 0.1552 -1.1684 1.2308 -0.02 0.04 -0.16
C -0.1901 -0.9185 0.2213 0.01 0.02 0.07
H -2.2447 -1.5743 0.5010 0.14 0.09 0.01
H 2.0656 0.3122 1.3730 -0.02 -0.01 0.05
N -0.5781 2.0203 -1.8064 0.44 -0.75 0.55
H -2.0248 -0.3928 -0.7932 -0.04 -0.03 0.13
C 0.6296 0.2610 -0.2882 -0.23 -0.04 0.02
C -1.6963 -0.6744 0.2111 -0.05 0.06 -0.06
H 0.0594 -1.7699 -0.4147 -0.03 0.02 -0.05

---

Entry 3:
14
Properties=species:S:1:pos:R:3:forces:R:3 method="wB97M-V/def2-TZVPD" lumo_energy_ev=0.9 multiplicity=1 homo_ev=-9.8 de_lowest_kcal_mol=66.6
H 0.2853 0.1292 -2.1260 -0.10 0.10 -0.04
H -2.1038 0.1566 -0.6699 0.14 -0.02 0.04
H -0.8574 1.7421 0.9198 0.08 -0.11 -0.10
O -0.6232 0.4304 -2.0044 0.20 -0.08 -0.08
H 1.6212 1.0981 1.2738 -0.09 -0.06 -0.11
C -1.0124 0.1080 -0.6997 -0.18 -0.07 0.25
C 1.1094 0.6646 0.4109 0.08 0.03 -0.04
C -0.5022 -1.1365 -0.0127 -0.09 -0.33 -0.25
N -0.5075 -0.4748 1.3203 -0.11 0.01 0.21
H 1.4364 -1.5682 1.0561 -0.11 0.12 -0.08
C -0.4070 0.8348 0.5181 -0.12 0.49 0.01
H -0.8347 -2.1636 -0.1333 0.06 0.17 0.00
H 1.6121 0.9747 -0.5134 -0.07 -0.06 0.15
C 0.7839 -0.7953 0.6603 0.32 -0.20 0.05

---

Entry 4:
14
Properties=species:S:1:pos:R:3:forces:R:3 method="wB97M-V/def2-TZVPD" lumo_energy_ev=1.0 multiplicity=1 homo_ev=-8.5 de_lowest_kcal_mol=88.9 smiles="O=C1C[C@@H]1[C@@H]1CN1"
H -1.3968 1.6040 0.6884 -0.43 -0.10 -0.24
C -1.4678 0.0305 -0.7782 -0.26 0.00 -0.28
O 1.5724 1.6536 1.1022 0.06 -0.86 -0.12
C 0.6288 -0.7780 0.6004 0.01 0.16 0.15
C -0.8300 -0.4241 0.4870 -0.01 -0.07 0.10
H 1.1817 -0.2497 -1.5940 0.03 0.24 0.11
C 1.5047 -0.2801 -0.5572 0.26 0.15 -0.36
H 2.5383 -0.5791 -0.4076 0.02 -0.37 -0.29
H -1.4863 -0.7899 1.2783 0.15 0.21 -0.15
N -0.8519 0.9826 0.1083 -0.24 0.33 0.02
H 0.9169 -1.7021 1.1016 0.00 0.43 0.17
C 1.2699 0.6345 0.5453 0.64 0.17 0.76
H -2.5473 0.0752 -0.8554 -0.06 -0.35 0.02
H -0.9462 -0.1163 -1.7219 -0.16 0.06 0.10

---

Entry 5:
14
Properties=species:S:1:pos:R:3:forces:R:3 method="wB97M-V/def2-TZVPD" lumo_energy_ev="0.7 / 0.7" multiplicity=1 homo_ev="-7.5 / -7.5" de_lowest_kcal_mol=141.1
H 0.6668 2.7737 -0.7121 0.36 -0.74 0.05
O -1.4763 0.4639 0.3053 -1.36 0.65 -0.18
H 1.6980 -2.2498 1.2543 -1.66 0.18 -1.59
C -0.0477 -1.8484 -0.0661 0.94 2.89 3.06
C 0.2170 1.8308 -0.3920 1.67 -1.43 1.68
C 0.7148 0.7642 0.3393 -1.17 2.19 -0.58
H -1.7776 2.5514 -0.1048 -0.18 -0.33 0.46
H -0.9123 -1.9683 -0.6550 -0.54 -0.10 -0.85
H 1.3350 -3.5161 -0.0134 -0.96 0.86 0.14
C 0.9655 -2.5351 0.3958 1.96 -0.85 0.76
C -1.2372 1.6731 -0.4744 0.32 -0.64 0.58
H 1.6983 0.5663 0.7311 0.21 0.08 -0.32
H -1.5310 1.5371 -1.4935 -0.58 -0.37 -0.83
N -0.3133 -0.0429 0.8855 0.99 -2.37 -2.39

---

Entry 6:
14
Properties=species:S:1:pos:R:3:forces:R:3 method="wB97M-V/def2-TZVPD" lumo_energy_ev=0.7 multiplicity=1 homo_ev=-8.8 de_lowest_kcal_mol=111.9 smiles=OCC#C[C@H]1CN1
C 1.9850 -0.2933 -0.1017 0.28 -0.39 -0.04
C -1.3784 1.1410 0.4515 0.28 -0.14 -0.50
C -1.4355 -0.3590 0.2628 -0.42 -0.55 -0.39
N -1.9773 0.2772 1.4564 0.14 -0.09 0.19
H 1.2711 -2.0659 0.5627 0.17 0.37 -0.18
H 2.4275 -0.1697 -1.0920 0.15 0.07 0.19
C 1.2056 0.9077 0.2565 -0.49 -0.24 0.16
O 1.1648 -1.4992 -0.2152 0.72 0.22 0.07
H 2.7648 -0.4818 0.6367 0.14 0.04 -0.17
C 0.0453 1.2497 0.3765 0.87 0.52 0.14
H -1.3676 0.1820 2.2636 0.04 -0.13 -0.15
H -2.0505 1.8192 -0.0730 0.30 -0.21 0.12
H -0.4581 -0.9188 0.2217 -1.67 0.83 0.36
H -2.1362 -0.6722 -0.4935 -0.52 -0.30 0.19

---

Entry 7:
14
Properties=species:S:1:pos:R:3:forces:R:3 method="wB97M-V/def2-TZVPD" lumo_energy_ev=0.9 multiplicity=1 homo_ev=-9.2 de_lowest_kcal_mol=69.3 smiles="C[C@]12N[C@H]1CC2=O"
H 1.1230 1.6201 -0.3845 0.20 -0.32 -0.25
C 0.7411 0.0431 0.9906 -0.02 0.40 0.06
H -2.5713 -0.4388 -0.3369 -0.01 -0.14 0.29
H 2.4462 0.4145 -0.5619 0.37 0.07 0.26
H 1.0830 -1.9803 0.6106 -0.63 0.23 -0.12
H -2.0279 0.7991 0.8684 -0.23 -0.34 0.17
O 0.1286 -0.5717 -2.2045 0.48 0.25 0.36
H -1.5958 0.9143 -0.8199 -0.02 -0.37 0.45
C 0.3698 -0.2748 -1.0649 0.19 -0.04 -0.50
C -0.4006 -0.4960 0.1895 -0.41 0.47 -0.36
C -1.7532 0.1908 0.0080 -0.22 -0.24 0.34
C 1.4035 0.5557 -0.3033 0.57 -0.12 -0.15
H 0.6437 0.5874 1.9265 0.07 0.12 -0.33
N 0.4100 -1.3634 1.0823 -0.33 0.02 -0.21

---

Entry 8:
14
Properties=species:S:1:pos:R:3:forces:R:3 method="wB97M-V/def2-TZVPD" lumo_energy_ev=0.8 multiplicity=1 homo_ev=-9.4 de_lowest_kcal_mol=74.7 smiles="C/N=C/C#CCO"
N -0.2241 1.7467 -0.2186 0.38 -0.31 0.14
H 1.3266 3.2189 -0.3993 -0.17 -0.01 -0.02
C 0.4653 1.1286 0.6484 -0.09 -0.02 -0.30
H -0.6348 -3.3358 1.4033 -0.01 0.00 -0.14
H 0.5349 -3.2906 0.0734 -0.11 0.04 0.13
H -2.0933 -2.3817 -0.3033 0.09 -0.09 -0.08
C -0.3676 -2.8158 0.4728 0.28 -0.08 0.23
O -1.3568 -2.9662 -0.5237 -0.25 0.10 0.04
H 1.4268 1.4959 1.0398 -0.16 -0.05 -0.12
C -0.0739 -1.4123 0.7727 0.01 0.46 0.20
C 0.0956 -0.2283 0.9395 -0.09 -0.61 -0.09
H 0.7432 2.3866 -1.8640 0.01 0.28 0.05
H -0.2732 3.6274 -1.1326 0.08 0.02 0.07
C 0.4315 2.8265 -0.9082 0.02 0.28 -0.11

---

Let's list maximum force in order: 4.97; 1.03; 0.50; 1.00; 4.31; 1.90; 0.72; 0.63 eV/A.
Let's list E_tot in order: -324.6029; -324.6588; -324.6184; -324.5829; -324.4996; -324.5462; -324.6140; -324.6055 Ha.